The following is a quantum chemistry calculation of 5 unconnected molecules or ions with the total composition C8H26BrN2O4, from the OMol25 dataset.

Geometry as ORCA input:
```
! wB97M-V def2-TZVPD RIJCOSX def2/J DEFGRID3
* xyz -1 1
Br 0.030 0.149 -1.178
O 0.465 1.502 -4.384
H -0.231 2.110 -4.650
H 0.209 1.233 -3.481
O 2.918 -0.269 -3.025
H 3.575 -0.080 -2.350
H 2.112 -0.457 -2.510
C 2.375 -5.174 0.524
C 1.145 -4.311 0.298
C 0.320 -4.180 1.582
O 0.114 -5.464 2.158
C -0.956 -5.466 3.078
N 1.550 -3.023 -0.220
H 3.064 -4.775 1.274
H 2.924 -5.253 -0.416
H 2.130 -6.186 0.853
H 0.511 -4.786 -0.453
H -0.655 -3.731 1.347
H 0.820 -3.504 2.290
H -0.777 -4.764 3.900
H -1.078 -6.488 3.422
H -1.867 -5.115 2.574
H 2.151 -2.467 0.367
H 0.761 -2.484 -0.561
C -2.232 4.787 1.579
C -1.791 3.657 0.638
C -0.794 4.089 -0.394
O -1.423 5.027 -1.260
C -0.531 5.565 -2.207
N -1.222 2.530 1.428
H -1.438 5.536 1.661
H -2.361 4.399 2.589
H -3.137 5.270 1.218
H -2.687 3.288 0.124
H -0.419 3.243 -0.981
H 0.088 4.560 0.065
H -1.061 5.705 -3.148
H 0.342 4.936 -2.416
H -0.125 6.507 -1.812
H -2.023 1.983 1.737
H -0.798 1.901 0.740
*
```

lowest unoccupied orbital energy: 0.1067 Ha
ΔE to the lowest compared entry with this formula, charge and spin: 0.0000 eV
electronic energy: -89932.5481 eV


The following is a quantum chemistry calculation of a molecular structure, C8H26LiN4O8, from the OMol25 dataset.

Geometry as ORCA input:
```
! wB97M-V def2-TZVPD RIJCOSX def2/J DEFGRID3
* xyz 1 1
Li -0.559 18.643 -2.882
C 1.862 19.468 -2.036
C 3.114 20.335 -2.260
O 4.220 19.499 -2.588
O 1.387 18.965 -3.293
H 1.115 20.157 -1.626
H 2.064 18.712 -1.276
H 3.285 20.769 -1.267
H 2.988 21.137 -2.982
H 4.817 19.464 -1.839
H 2.190 18.733 -3.776
C -1.963 19.840 0.300
C -2.859 19.190 -0.738
O -2.226 19.079 -2.017
O -1.101 18.877 0.865
H -2.616 20.223 1.104
H -1.502 20.776 -0.043
H -3.837 19.668 -0.755
H -3.059 18.161 -0.432
H -2.598 19.719 -2.641
H -0.652 19.229 1.638
C 1.500 15.382 -1.786
C 0.779 16.030 -0.630
O -0.076 17.067 -1.106
O 0.680 14.526 -2.537
H 2.359 14.888 -1.335
H 1.855 16.223 -2.400
H 1.501 16.454 0.078
H 0.178 15.293 -0.085
H -0.667 17.390 -0.415
H -0.180 14.942 -2.657
C -0.663 20.569 -5.426
O -1.071 20.521 -4.249
N 0.370 21.367 -5.791
N -1.154 19.722 -6.357
H 0.571 21.966 -5.000
H 0.609 21.634 -6.725
H -0.651 19.648 -7.226
H -1.833 19.006 -6.194
C -0.941 16.210 -4.853
O -1.116 17.329 -4.340
N 0.213 15.912 -5.521
N -1.832 15.211 -4.699
H 0.835 16.701 -5.566
H 0.324 15.115 -6.114
H -1.707 14.316 -5.127
H -2.662 15.531 -4.221
*
```

lowest unoccupied orbital energy: -0.0769 Ha
ΔE to the lowest compared entry with this formula, charge and spin: 0.5692 eV
electronic energy: -31261.2201 eV


The following is a quantum chemistry calculation of 7 unconnected molecules or ions with the total composition C8H26O6, from the OMol25 dataset.

Geometry as ORCA input:
```
! wB97M-V def2-TZVPD RIJCOSX def2/J DEFGRID3
* xyz 0 1
C -1.716 3.695 -2.226
C -2.028 2.238 -1.870
C -1.700 1.788 -0.427
C -0.291 2.259 0.030
C 1.587 -1.366 -1.523
C 2.143 -0.158 -1.661
C 1.387 1.067 -1.348
C 0.682 1.123 -0.220
H -0.767 3.909 -2.723
H -1.697 4.323 -1.333
H -2.427 4.046 -2.946
H -1.577 1.556 -2.590
H -3.110 2.140 -2.009
H -2.446 2.171 0.255
H -1.709 0.699 -0.480
H -0.339 2.457 1.112
H 0.023 3.219 -0.383
H 0.546 -1.500 -1.287
H 2.241 -2.228 -1.624
H 3.102 -0.041 -2.155
H 1.482 1.971 -1.925
H 0.583 0.362 0.532
H 2.773 -2.342 0.589
H 4.174 -3.015 0.432
O 3.702 -2.283 0.836
H -0.968 -3.735 1.161
H 0.122 -2.654 1.080
O -0.686 -2.973 0.649
H 2.413 -0.492 2.350
H 0.879 -0.273 2.665
O 1.526 -0.843 2.232
H 2.519 -3.591 2.309
H 1.291 -2.862 2.781
O 1.560 -3.704 2.371
H -1.499 0.601 1.884
H -1.952 -0.707 2.461
O -1.211 -0.089 2.494
H -2.094 -1.507 0.108
H -3.526 -1.956 -0.037
O -2.990 -1.306 0.434
*
```

SMILES: C=C/C=C/CCCC.O.O.O.O.O.O
lowest unoccupied orbital energy: 0.0195 Ha
ΔE to the lowest compared entry with this formula, charge and spin: 0.0000 eV
electronic energy: -21001.8325 eV